{
  "formula": "C26H56BeNO2PS",
  "method": "the ωB97M-V functional and the def2-TZVPD basis",
  "total_charge": 2,
  "largest_force_ev_per_a": 1.33,
  "energy_ha": -1982.92023,
  "orbital_gap_ev": 1.874,
  "species": ["S", "P", "O", "O", "N", "C", "C", "C", "C", "C", "C", "C", "C", "C", "C", "C", "C", "C", "C", "C", "C", "C", "C", "C", "C", "C", "C", "C", "C", "C", "C", "Be", "H", "H", "H", "H", "H", "H", "H", "H", "H", "H", "H", "H", "H", "H", "H", "H", "H", "H", "H", "H", "H", "H", "H", "H", "H", "H", "H", "H", "H", "H", "H", "H", "H", "H", "H", "H", "H", "H", "H", "H", "H", "H", "H", "H", "H", "H", "H", "H", "H", "H", "H", "H", "H", "H", "H", "H"],
  "coordinates": [[-6.705764, 3.088918, 2.477238], [-4.698283, 1.427673, -1.271103], [-5.484210, 1.326767, 1.080467], [-10.248292, -2.110176, 0.602437], [-2.965520, 0.282556, 1.582585], [5.244027, -2.298495, -0.624772], [-6.817284, 1.501481, 1.614654], [2.916429, -1.710876, 0.277940], [-5.153905, 0.302777, 0.252832], [-0.578466, -1.374962, 0.003190], [0.613241, -1.801991, -0.883032], [-3.779173, -0.404047, 0.622237], [-6.231859, -0.694263, -0.141085], [9.177539, 1.882105, 1.277333], [-1.954228, -1.831498, -0.522627], [-8.007114, -1.874870, 1.308359], [9.735593, 2.697362, -1.134153], [1.715467, -2.578754, -0.133823], [-6.527486, -1.775109, 0.934928], [-8.916800, -2.287434, 0.160981], [-6.508550, 3.512851, -1.596680], [8.530111, 0.570423, 1.754082], [4.201235, -2.537456, 0.474829], [10.822072, 1.620945, -1.260178], [-3.577032, 2.770100, -0.878213], [-6.094807, 2.119134, -2.112817], [6.177414, -1.124030, -0.327714], [-2.998766, -0.683873, -0.656914], [8.659551, 2.428770, -0.067912], [7.167376, -1.404226, 0.811348], [8.461460, -0.571358, 0.725780], [-7.951663, 3.794518, -4.222071], [-6.918560, 1.407468, -2.096168], [-5.760708, 2.248174, -3.167402], [-8.386078, -0.938492, 1.726050], [8.956755, 2.626010, 2.046363], [-7.159334, -0.211309, -0.455639], [9.223530, 2.779650, -2.096736], [-10.824664, -1.931315, -0.137719], [-3.973237, 3.262757, 0.016160], [-0.446522, -1.737176, 1.023051], [-1.850355, -2.311372, -1.494408], [-8.027036, 3.184349, 2.686390], [3.968585, -3.602275, 0.546450], [-2.716690, 1.233518, 1.349008], [-7.570329, 3.624484, -1.851295], [5.561543, -0.252180, -0.073187], [-4.031554, -1.365545, 1.070060], [-2.578855, 2.394271, -0.661706], [9.303641, -1.245777, 0.890940], [8.560062, -0.182962, -0.287723], [6.676536, -1.193653, 1.765403], [4.648745, -2.275776, 1.436155], [-0.579995, -0.285564, 0.096591], [-6.439875, 3.628241, -0.511842], [-5.945292, 4.310935, -2.073021], [11.132510, 1.483932, -2.295030], [9.102396, 0.219306, 2.615816], [-5.848561, -1.189777, -1.037928], [-3.695380, -1.014085, -1.446769], [8.153824, 3.377831, 0.125565], [-7.025919, 0.679239, 2.295905], [10.185740, 3.676219, -0.959669], [7.897068, 1.764700, -0.482718], [7.395959, -2.473235, 0.818000], [2.667611, -1.220651, 1.222813], [-2.432419, 0.201666, -0.974562], [2.060085, -3.416807, -0.741774], [-8.727529, -1.698818, -0.747200], [-2.383357, -2.577296, 0.150442], [-3.524057, 3.474007, -1.709820], [1.286932, -2.998123, 0.780529], [-6.200282, -2.746816, 0.563547], [0.272287, -2.367900, -1.751553], [-5.964120, -1.558413, 1.844461], [10.263958, 1.777396, 1.272008], [11.718910, 1.897209, -0.702846], [10.499176, 0.663122, -0.852444], [-8.737830, -3.338205, -0.094831], [-3.340445, 0.262701, 2.521621], [-8.105214, -2.621113, 2.098420], [7.524958, 0.799685, 2.122152], [3.083588, -0.939720, -0.478418], [5.849358, -3.199889, -0.754618], [-7.561107, 1.550704, 0.819578], [6.722852, -0.871375, -1.240005], [4.740658, -2.133432, -1.583393], [1.075724, -0.891488, -1.271179]],
  "forces_ev_per_angstrom": [[0.0382, 0.0029, -0.0043], [-0.5852, 0.7672, 0.7238], [0.1446, 0.1895, -0.1315], [0.2685, 0.1436, 0.2695], [-0.2293, 0.0334, 0.0556], [0.0482, -0.1721, 0.0193], [-0.1488, 0.3105, 0.0851], [-0.0910, -0.4211, 0.2339], [-0.0376, -1.2998, 0.2604], [-0.0734, 0.1196, -0.1523], [0.2277, 0.1799, 0.2917], [0.7496, 0.5611, -0.1203], [0.2105, -0.2270, -0.3995], [-0.1764, 0.0545, 0.1142], [0.0473, 0.0575, 0.2284], [-0.0007, -0.1169, -0.0403], [-0.2199, -0.1732, -0.2304], [-0.0588, 0.1850, -0.0365], [-0.3576, 0.2553, 0.1586], [-0.1336, -0.0967, -0.0153], [-0.0285, -0.0157, 0.5065], [0.1395, 0.1126, -0.1654], [0.1687, 0.2097, 0.0859], [0.1909, 0.1889, 0.2391], [0.3888, -0.2453, -0.1498], [0.2537, 0.1483, -0.0340], [-0.2343, -0.0103, 0.0223], [-0.0752, -0.5355, 0.0432], [0.1658, 0.1836, 0.1405], [-0.1012, 0.0756, -0.0781], [-0.0953, -0.1754, 0.2832], [-0.1055, 0.0603, -0.3545], [0.0947, -0.1199, -0.1212], [-0.2815, -0.1362, -0.0910], [0.0221, 0.0334, -0.0716], [0.1797, -0.0061, 0.0587], [0.0426, 0.1598, 0.1354], [-0.0169, 0.0985, 0.0200], [-0.2343, -0.1228, -0.2559], [-0.0557, 0.0683, -0.0573], [0.0206, -0.0455, -0.0190], [0.0256, 0.0669, -0.0334], [-0.0095, 0.0129, -0.0211], [-0.1444, 0.0255, -0.0527], [0.0967, -0.0390, -0.0041], [0.0406, 0.0379, -0.1397], [0.1111, 0.1057, -0.0990], [-0.2920, 0.0157, -0.1099], [0.0075, 0.0197, -0.0240], [0.1112, 0.1136, -0.1034], [0.0419, -0.0322, -0.0090], [0.0555, -0.1210, 0.0545], [0.0410, -0.0649, -0.0024], [-0.0060, -0.0031, 0.0308], [0.0273, -0.0565, -0.0037], [0.0292, -0.0236, -0.0083], [-0.0503, -0.0569, -0.0099], [-0.1688, 0.0268, 0.1254], [-0.0779, -0.0173, -0.0144], [-0.0044, 0.1776, -0.0404], [-0.1207, -0.0477, -0.0779], [0.0441, -0.0669, -0.0760], [0.1016, -0.0520, 0.0530], [0.0410, -0.0709, 0.0231], [0.0722, 0.0145, -0.0650], [-0.0325, 0.2542, -0.1389], [-0.1160, 0.0456, -0.0997], [0.0187, 0.0455, -0.0552], [0.0413, 0.0494, 0.0470], [-0.0354, -0.0801, -0.1110], [-0.0640, 0.0526, 0.0379], [0.0345, -0.2649, -0.1047], [0.1807, 0.0463, 0.0348], [-0.0845, -0.0605, 0.0738], [0.0308, -0.1091, 0.0123], [-0.0053, -0.0449, -0.1389], [-0.0158, -0.0180, 0.0253], [-0.0617, -0.0589, -0.1854], [0.0536, 0.0250, -0.0408], [0.0327, 0.0104, 0.0015], [-0.0322, 0.0537, 0.0435], [-0.0462, -0.0310, -0.1010], [0.0637, 0.0505, 0.0627], [0.0350, 0.0288, -0.0065], [0.0308, -0.1337, -0.0301], [0.0436, -0.0100, 0.0216], [-0.0567, -0.0304, 0.0225], [-0.0481, -0.0649, -0.2105]]
}


{
  "formula": "C15H31NO2P2Ru",
  "method": "the ωB97M-V functional and the def2-TZVPD basis",
  "total_charge": 2,
  "largest_force_ev_per_a": 4.89,
  "spin_multiplicity": 5,
  "energy_ha": -1572.00989,
  "orbital_gap_ev": [6.698, 6.218],
  "species": ["Ru", "P", "P", "O", "O", "N", "C", "C", "C", "C", "C", "C", "C", "C", "C", "C", "C", "C", "C", "C", "C", "H", "H", "H", "H", "H", "H", "H", "H", "H", "H", "H", "H", "H", "H", "H", "H", "H", "H", "H", "H", "H", "H", "H", "H", "H", "H", "H", "H", "H", "H", "H"],
  "coordinates": [[-1.090058, -0.985322, 0.137705], [-2.368458, -3.583377, 1.106689], [1.529519, 1.910269, 2.811396], [-2.933882, -4.531040, 2.099497], [-1.296744, -1.366722, 3.093355], [-1.104746, -1.448438, 1.899416], [1.040692, 1.046904, 1.253496], [1.014093, -1.252993, -2.984924], [1.702694, 0.072809, -2.914379], [-3.513457, -2.546182, 0.257337], [1.410158, 0.684181, -1.606612], [-1.278921, -0.484331, -2.225090], [3.288391, 1.979417, 2.210594], [-0.234839, -1.392121, -2.119513], [-0.896409, -4.038035, 0.222338], [0.426815, 1.638590, -1.544106], [0.348048, 3.318610, 2.452199], [-1.139798, 0.664249, -3.249141], [-0.550646, 1.889320, -2.618898], [-0.393836, 0.849978, 0.802687], [0.967843, 0.883552, 4.199834], [2.205148, 0.576858, -0.883305], [1.711274, -2.041929, -2.706584], [3.623448, 0.946353, 1.959231], [2.782231, -0.073228, -3.003735], [-1.072151, 1.768657, 0.914355], [-2.327447, -0.778203, -2.024947], [-2.123816, 0.938170, -3.689847], [-0.059355, 0.481603, 4.067718], [-0.410915, -2.409335, -1.799342], [3.924319, 2.428040, 2.999689], [-0.662229, 2.898206, 2.678127], [-3.286476, -2.511954, -0.820272], [0.437340, 3.522671, 1.361588], [-1.135954, -4.239083, -0.832494], [-1.383660, 2.464869, -2.223861], [-0.454085, -4.962536, 0.585262], [-3.347354, -1.491364, 0.629414], [0.922753, -1.482531, -4.049711], [3.314274, 2.637043, 1.319376], [1.617110, -0.005355, 4.309556], [1.508337, 0.713103, -3.789306], [1.383506, -0.007571, 1.246840], [-0.403064, 0.635574, -0.303516], [-0.161859, -3.201552, 0.268931], [0.711473, 4.173010, 3.071925], [0.399932, 2.456034, -0.856580], [-0.158639, 2.556022, -3.390958], [-4.530567, -2.941311, 0.258637], [1.542490, 1.685380, 0.482766], [-0.582529, 0.474702, -4.195153], [1.090004, 1.480338, 5.132316]],
  "forces_ev_per_angstrom": [[1.0523, 1.5811, -2.0591], [-0.5864, -1.5154, 2.0389], [-1.9382, -1.2571, -3.2256], [0.8173, 1.1859, -0.9573], [0.3815, 0.2294, -1.9160], [-0.8027, -1.6203, 4.5481], [-0.6821, -1.3333, -0.0211], [0.5885, -1.2985, 0.2102], [0.9061, 0.0936, -0.5228], [0.1838, 1.2908, -1.2059], [-0.2230, 3.4520, -0.8938], [-0.0952, -1.4411, -2.0854], [0.2920, 0.7680, 1.5605], [-1.5170, 0.3991, -1.8355], [0.5833, 0.1313, -0.9734], [2.6028, -0.1352, -1.2057], [1.5224, 0.0818, 0.9479], [-0.8784, -0.1781, -0.7907], [-0.6735, 0.9869, -0.1757], [-1.4449, 1.8765, 0.9117], [0.9000, 0.0785, 0.9361], [-0.2618, -0.0255, 0.2783], [0.0990, -0.0289, 0.4765], [-0.3770, 0.7647, 0.2986], [-0.0131, -0.1596, 0.2082], [0.6846, -1.5814, -0.0084], [0.6501, 0.0638, -0.0047], [0.3059, -0.3111, 0.7405], [0.5195, 0.7427, -0.1293], [-0.1765, -0.1299, 0.1145], [-0.0463, -0.3697, -0.5872], [0.8583, 0.6997, 0.1612], [0.3065, -0.1273, 0.0708], [0.0111, 0.0723, 0.8741], [-0.1228, 0.1436, 0.1473], [-0.0362, 0.2068, 0.4265], [-0.0089, 0.0459, 0.4609], [-1.0681, -1.0127, -0.1024], [-1.1707, -0.1867, 0.0396], [-0.1262, -0.3778, 0.5304], [-0.0781, 0.4645, -0.1742], [-0.4370, -0.0499, 0.5717], [0.8751, 0.7354, 0.0126], [0.1609, 0.2262, -0.1237], [-0.2211, -0.8059, 0.0375], [-1.0774, -0.3223, -0.5791], [0.1904, -0.0140, 0.9466], [0.3187, -0.0467, -0.0220], [-0.0946, 0.2650, 0.6861], [-0.2006, -0.8085, 0.8086], [-0.0655, -0.9389, 1.0394], [-0.3870, -0.5098, -0.4843]]
}